(1)
The following is a quantum chemistry calculation of an isolated molecule of C4H11NS at a distorted geometry, from the Open Molecules 2025 dataset.

Summary:
* HOMO-LUMO gap: 9.90 eV
* molecular weight: 105.21 g mol⁻¹
* lowest unoccupied orbital energy: 0.89 eV
* energy above the lowest of the compared OMol25 structures with the same formula, charge and spin: 63.3 kJ/mol
* HOMO energy: -0.331 Eh

Atoms and positions in Å:
S (-1.7001, -1.5779, -0.6986)
N (2.0236, 1.0200, 2.0972)
C (1.1364, 1.1228, -0.2219)
C (1.3247, 0.2536, 1.0382)
C (-1.3533, 0.2638, -0.5329)
C (0.0060, 0.6062, -1.1302)
H (1.7934, -0.6812, 0.7268)
H (0.4420, -0.2504, -1.6654)
H (0.3481, 0.0246, 1.4614)
H (-0.9516, -2.0222, 0.3231)
H (2.9627, 0.6479, 2.1743)
H (2.0092, 1.0247, -0.8641)
H (-2.2192, 0.6289, -1.0757)
H (1.5731, 0.8676, 2.9873)
H (-0.0402, 1.2675, -1.9966)
H (-1.4729, 0.6192, 0.4878)
H (0.9066, 2.1329, 0.1163)

Atomic forces in eV per Å
0.0 0.7 0.6
0.4 -0.7 -0.6
-1.1 -0.8 0.4
-0.5 1.0 -0.1
0.0 -1.2 -0.3
1.0 -0.2 -1.0
0.2 -0.1 0.4
-0.5 -0.4 0.5
-0.2 -0.3 -0.2
0.0 0.1 -0.1
0.1 0.3 0.2
0.4 0.7 0.3
0.2 0.4 -0.3
0.0 -0.1 0.1
-0.5 0.6 0.2
0.0 -0.2 0.1
0.4 0.1 -0.2

natural (NBO) population analysis, charges in e, atoms 1 to 4:
1 S -0.08
2 N -0.84
3 C -0.40
4 C -0.22

---

(2)
The following is a quantum chemistry calculation of a cluster of 2 separate species, C4H11NS2 in total at a distorted geometry, from the Open Molecules 2025 dataset.

Summary:
* HOMO-LUMO gap: 8.80 eV
* molecular weight: 137.27 g mol⁻¹
* lowest unoccupied orbital energy: 0.40 eV
* energy above the lowest of the compared OMol25 structures with the same formula, charge and spin: 112.6 kJ/mol
* HOMO energy: -0.309 Eh

Atoms and positions in Å:
S (-2.2583, 0.8280, -2.0303)
S (-0.2529, 1.4594, -1.8154)
N (-0.5186, -3.3180, 0.1168)
C (0.6060, -2.5898, 0.5690)
C (0.9291, 2.5716, 0.4944)
C (-0.4219, 2.1638, -0.0686)
C (0.9508, -1.3410, 0.2526)
H (1.8195, -0.8709, 0.6869)
H (-1.0594, 3.0217, -0.1728)
H (1.2836, 3.5419, 0.1193)
H (-0.9589, 1.3557, 0.4529)
H (-2.1228, -0.5194, -1.9230)
H (0.8413, 2.6631, 1.5899)
H (1.6795, 1.8253, 0.3436)
H (0.3624, -0.7656, -0.4384)
H (-1.3390, -2.6825, -0.0510)
H (1.1919, -3.1900, 1.2011)
H (-0.7324, -4.1531, 0.6732)

Atomic forces in eV per Å
0.7 0.0 -0.2
-1.0 0.2 0.7
-0.8 1.3 0.0
-0.9 0.1 -0.6
-0.5 0.4 0.8
0.2 -0.9 -1.1
-0.3 -0.5 0.2
0.1 -0.1 0.0
-0.4 0.3 0.1
-0.2 -0.4 -0.1
0.5 0.5 0.2
0.2 0.4 0.1
-0.1 0.1 -0.3
0.5 -0.5 -0.3
-0.2 0.2 -0.1
1.1 -1.3 0.2
1.0 -0.5 0.8
0.0 0.9 -0.4

natural (NBO) population analysis, charges in e, atoms 1 to 4:
1 S -0.15
2 S 0.06
3 N -0.83
4 C 0.02